{"formula": "C5H7N", "method": "the ωB97M-V functional and the def2-TZVPD basis", "e_homo_ev": -7.6742, "orbital_gap_ev": 8.73, "total_energy_ha": -249.438574, "relative_energy_ev": 0.9433, "smiles": "C1=CNC=CC1", "species": ["C", "C", "C", "C", "N", "C", "H", "H", "H", "H", "H", "H", "H"], "positions_angstrom": [[-1.00054, 0.49912, 0.74459], [-0.62481, -0.95968, 0.72781], [0.64297, -1.19064, -0.07595], [1.22175, -0.21108, -0.77204], [0.74171, 1.11054, -0.80329], [-0.39169, 1.40074, -0.02156], [-1.87427, 0.77545, 1.32769], [-1.48536, -1.49197, 0.30834], [-0.49168, -1.35261, 1.74653], [1.10695, -2.17483, -0.06732], [2.14882, -0.33658, -1.32713], [0.69027, 1.48526, -1.73986], [-0.68412, 2.44628, -0.04782]]}

---

{"formula": "C5H7N", "method": "the ωB97M-V functional and the def2-TZVPD basis", "e_homo_ev": [-7.6895, -8.4768], "orbital_gap_ev": [7.23, 8.56], "total_energy_ha": -249.243319, "relative_energy_ev": 6.2564, "species": ["C", "C", "N", "C", "C", "C", "H", "H", "H", "H", "H", "H", "H"], "positions_angstrom": [[0.91520, -1.13887, 0.23392], [-0.31162, -0.74041, -0.52189], [-1.52193, -1.08730, -0.03725], [-1.25218, 0.38556, -0.36112], [-0.57136, 1.33496, 0.43753], [0.54489, 1.80484, -0.11040], [0.65189, -1.18712, 1.30715], [1.21900, -2.13723, -0.08949], [1.75211, -0.44531, 0.13319], [0.86801, 1.21518, -1.00001], [-1.50212, -1.42995, 0.92668], [-1.94601, 0.76883, -1.09847], [1.15413, 2.65680, 0.18015]]}

---

{"formula": "C5H7N", "method": "the ωB97M-V functional and the def2-TZVPD basis", "e_homo_ev": -9.1561, "orbital_gap_ev": 10.24, "total_energy_ha": -249.340362, "relative_energy_ev": 3.6157, "smiles": "C#C[C@@H]1N[C@@H]1C", "species": ["C", "C", "N", "C", "C", "C", "H", "H", "H", "H", "H", "H", "H"], "positions_angstrom": [[-1.39609, -0.90798, 0.69965], [-0.96157, 0.17808, -0.26698], [-0.52123, 1.54602, -0.02797], [0.36817, 0.61949, -0.77952], [1.63488, 0.13893, -0.24942], [2.75410, -0.24972, -0.01599], [-0.88249, -0.91585, 1.66313], [-2.46890, -0.77021, 0.89178], [-1.29535, -1.89684, 0.23221], [-1.63034, 0.18087, -1.12810], [0.20538, 1.76088, 0.64274], [0.43394, 0.88827, -1.82262], [3.75949, -0.57193, 0.16110]]}

---

{"formula": "C5H7N", "method": "the ωB97M-V functional and the def2-TZVPD basis", "e_homo_ev": -10.8153, "orbital_gap_ev": 11.81, "total_energy_ha": -249.425689, "relative_energy_ev": 1.2939, "smiles": "N#CCC1CC1", "species": ["N", "C", "C", "C", "C", "C", "H", "H", "H", "H", "H", "H", "H"], "positions_angstrom": [[0.46777, 1.94279, 2.02256], [-0.13657, 1.74173, 1.05722], [-0.75134, 1.17716, -0.14896], [-0.52424, -0.32553, -0.02158], [0.80894, -0.84795, 0.41447], [0.27768, -1.17476, -0.95975], [-0.28614, 1.61125, -1.04132], [-1.82071, 1.41016, -0.19661], [-1.36096, -0.83881, 0.44381], [0.83301, -1.53928, 1.25175], [1.63670, -0.14103, 0.42757], [0.81775, -0.69250, -1.76998], [-0.13800, -2.14232, -1.22755]]}

---

{"formula": "C5H7N", "method": "the ωB97M-V functional and the def2-TZVPD basis", "spin_multiplicity": 3, "e_homo_ev": [-5.0837, -9.7607], "orbital_gap_ev": [6.09, 7.35], "total_energy_ha": -249.175357, "relative_energy_ev": 3.1879, "species": ["C", "C", "C", "C", "C", "N", "H", "H", "H", "H", "H", "H", "H"], "positions_angstrom": [[1.35518, 0.01817, -0.00133], [0.76140, -1.39045, 0.10140], [-1.25298, 0.45405, 0.74384], [-1.16739, 0.43777, -0.72231], [-0.06509, -0.12518, -0.02501], [2.46964, 0.65971, -0.03189], [0.77750, -1.89672, -0.79027], [0.80137, -1.93616, 0.93049], [-1.16630, 1.30842, 1.27979], [-1.77180, -0.24086, 1.23406], [-1.87504, -0.38082, -1.18329], [-1.15832, 1.38694, -1.24818], [2.29182, 1.70514, -0.28730]]}

---

{"formula": "C5H7N", "method": "the ωB97M-V functional and the def2-TZVPD basis", "spin_multiplicity": 3, "e_homo_ev": [-6.5558, -9.8985], "orbital_gap_ev": [7.72, 8.60], "total_energy_ha": -249.207365, "relative_energy_ev": 2.3170, "species": ["C", "C", "C", "C", "C", "N", "H", "H", "H", "H", "H", "H", "H"], "positions_angstrom": [[-1.07359, 0.69008, -0.37878], [-1.24337, 0.03525, -1.65269], [-0.36499, -0.60888, -0.59597], [0.74642, 0.23234, 0.16867], [0.98006, -0.17344, 1.60568], [-0.10987, 1.43947, 0.08280], [-2.11339, -0.59498, -1.76858], [-0.91059, 0.60282, -2.50884], [-0.68603, -1.50722, -0.17491], [1.69113, 0.67888, -0.36644], [2.07226, -0.37876, 1.74528], [0.32932, -1.08489, 1.69009], [0.68264, 0.66934, 2.15369]]}